The following is a quantum chemistry calculation of C16H39N3O7Si as an isolated structure in a non-equilibrium geometry, from the OMol25 dataset.

The geometry in XYZ format:
```
66
Properties=species:S:1:pos:R:3:mulliken_charge:R:1
C 3.1330 3.3836 -3.7691 -0.79
C 2.4021 4.4494 -4.5880 -0.38
O 0.9998 4.2878 -4.5542 -0.26
C 0.4300 4.7492 -3.3485 -0.57
Si -1.4275 4.7643 -3.6374 0.39
O -2.1827 4.5399 -2.1900 -0.42
O -1.8835 3.6002 -4.7991 -0.32
C -1.9201 2.4173 -4.3135 0.57
N -1.6983 1.2977 -4.0708 -0.45
H 2.4959 3.0063 -2.9815 0.15
H 3.3819 2.5370 -4.3837 0.29
H 4.0060 3.7942 -3.2836 0.32
H 2.6863 4.3157 -5.6177 0.29
H 2.6914 5.4293 -4.2224 0.35
H 0.7779 5.7452 -3.0971 0.43
H 0.6085 4.0566 -2.5271 0.28
H -1.8955 6.0514 -4.1782 -0.14
H -3.1110 4.3215 -2.2901 0.29
C -1.3508 -4.0130 -1.9473 -0.87
O -0.7902 -3.6686 -0.6935 -0.17
C 0.3516 -4.4400 -0.3406 -0.88
C 1.5948 -3.5762 -0.2982 0.00
N 1.9699 -3.1530 -1.6414 -0.33
C 3.0346 -2.1555 -1.6940 -0.79
C 2.7626 -0.7686 -1.1175 -0.26
O 1.7896 -0.0287 -1.8236 -0.38
C 0.4511 -0.2316 -1.3774 0.03
H -2.2659 -3.4358 -2.0697 0.25
H -0.6732 -3.7697 -2.7716 0.37
H -1.6039 -5.0769 -1.9854 0.30
H 0.4865 -5.2837 -1.0226 0.46
H 0.1727 -4.8447 0.6605 0.38
H 2.4144 -4.1542 0.1389 0.38
H 1.3879 -2.7199 0.3588 -0.01
H 1.1512 -2.7740 -2.0986 0.11
H 3.2878 -2.0268 -2.7493 0.36
H 3.9231 -2.5677 -1.2047 0.42
H 3.6949 -0.2021 -1.2097 0.37
H 2.5235 -0.7958 -0.0472 0.11
H 0.4105 -0.4408 -0.3006 -0.04
H -0.0382 -1.0318 -1.9415 0.12
H -0.1042 0.6864 -1.5745 0.19
C -2.8635 -2.6484 5.2937 -0.72
O -3.2203 -1.3248 4.9437 -0.34
C -2.6842 -0.3345 5.8125 -0.82
C -1.6854 0.5332 5.0776 -0.18
N -0.4745 -0.2161 4.7651 -0.30
C 0.4437 0.4784 3.8678 -0.86
C -0.0238 0.7390 2.4393 -0.63
O -0.1896 -0.4347 1.6663 -0.34
C -1.4659 -1.0512 1.7643 -0.50
H -3.4032 -3.3216 4.6302 0.24
H -1.7894 -2.8227 5.1698 0.30
H -3.1515 -2.8736 6.3250 0.35
H -2.2338 -0.7825 6.7021 0.40
H -3.5177 0.2936 6.1404 0.40
H -1.4226 1.3892 5.7055 0.39
H -2.1787 0.9099 4.1713 0.17
H -0.7367 -1.0946 4.3383 0.07
H 1.3521 -0.1267 3.8116 0.39
H 0.7280 1.4309 4.3256 0.43
H 0.7649 1.3123 1.9414 0.32
H -0.9256 1.3599 2.3975 0.46
H -2.2575 -0.3204 1.9465 0.34
H -1.4786 -1.8138 2.5475 0.07
H -1.6610 -1.5546 0.8193 0.22
```

The lowest unoccupied orbital energy is 0.43 eV. As for the HOMO energy: -8.31 eV.


The following is a quantum chemistry calculation of C16H3BrClF14NO8Pd as an isolated structure in a non-equilibrium geometry, from the OMol25 dataset.

The geometry in XYZ format:
```
45
Properties=species:S:1:pos:R:3:mulliken_charge:R:1
Pd -0.2984 0.0426 0.1252 0.81
O 2.2674 -1.2474 2.2494 -0.65
Cl 1.8118 0.1212 2.2674 1.82
O 2.7390 0.9368 3.0126 -0.73
O 1.7626 0.6331 0.8808 -0.62
O 0.4908 0.1750 2.8595 -0.60
F 0.0120 4.5225 0.4251 -0.23
C -0.9307 4.2480 -0.4782 0.42
F -1.8495 5.2281 -0.3832 -0.28
F -0.3556 4.3624 -1.6900 -0.28
C -1.4970 2.8084 -0.2840 1.11
O -0.4331 2.0162 -0.1401 -0.98
C -2.4070 2.5054 -1.5531 0.69
F -2.8857 3.6512 -2.1203 -0.32
F -1.6990 1.8896 -2.4892 -0.28
F -3.4893 1.7841 -1.2732 -0.27
C -2.4091 2.8062 0.9867 0.37
F -2.7539 1.5774 1.3439 -0.09
F -3.5508 3.5156 0.8112 -0.33
F -1.7689 3.3633 2.0280 -0.29
F -3.7828 -5.6063 -1.0107 -0.37
C -3.3280 -4.3401 -0.9399 0.77
C -2.7088 -3.7544 -2.0268 0.31
F -2.5506 -4.4682 -3.1582 -0.36
C -2.2678 -2.4462 -1.9612 0.20
F -1.6654 -1.9238 -3.0398 -0.38
C -2.4186 -1.6519 -0.8127 -0.13
O -2.0433 -0.4018 -0.7764 -0.63
C -3.0481 -2.2903 0.2715 0.59
F -3.2094 -1.6120 1.4136 -0.41
C -3.4937 -3.5955 0.2135 0.23
F -4.0979 -4.1572 1.2768 -0.39
Br 2.9241 -7.5441 -0.4660 -0.25
C 1.6521 -6.2778 0.1684 0.10
C 0.6704 -6.6931 1.0509 -0.24
N -0.2455 -5.8600 1.5319 -0.68
C -0.1967 -4.5854 1.1410 -0.37
C 0.7521 -4.0896 0.2533 0.50
C 1.7028 -4.9631 -0.2477 -0.48
C 0.7701 -2.6358 -0.2136 0.50
O 1.5109 -2.3513 -1.1403 -0.80
O -0.0526 -1.9179 0.4568 -0.58
H 0.6226 -7.7257 1.3780 0.37
H -0.9422 -3.9171 1.5499 0.69
H 2.4405 -4.5903 -0.9449 0.57
```

The lowest unoccupied orbital energy (spin up / spin down) is 3.79 / 3.79 eV. The energy above the lowest of the compared OMol25 structures with the same formula, charge and spin is 0.0 kcal per mole. As for the HOMO energy (spin up / spin down): -3.22 / -3.22 eV. As for the charge: -2.


The following is a quantum chemistry calculation of a 8-piece molecular cluster, C16H40Cl12O16P4 overall in a non-equilibrium geometry, from the OMol25 dataset.

The geometry in XYZ format:
```
88
Properties=species:S:1:pos:R:3:mulliken_charge:R:1
C 3.1951 -3.3768 22.2160 -0.70
O 4.0533 -4.2976 21.5626 -0.28
P 5.1970 -5.0065 22.4242 1.04
O 4.7111 -5.4998 23.7529 -0.69
O 5.7750 -6.2333 21.5526 -0.31
C 6.3867 -6.0975 20.2398 -0.59
O 6.4108 -3.9271 22.4301 -0.32
C 6.4684 -2.9610 23.4709 -0.66
H 3.5178 -2.3886 21.8883 0.27
H 3.2264 -3.4093 23.3050 0.33
H 2.1337 -3.5194 22.0129 0.27
H 6.2547 -7.1032 19.8408 0.24
H 7.4465 -5.8632 20.3400 0.25
H 5.9278 -5.3559 19.5860 0.29
H 5.6524 -3.1040 24.1794 0.32
H 6.3344 -1.9787 23.0180 0.26
H 7.4194 -3.0200 24.0002 0.26
C -6.0379 -4.9772 28.4808 -0.59
O -4.5675 -5.0609 28.3271 -0.31
P -3.6874 -3.9830 27.5108 0.97
O -2.2188 -4.1663 27.6877 -0.67
O -4.2865 -2.5652 28.0348 -0.26
C -3.9768 -2.0762 29.2768 -0.70
O -4.1843 -4.1233 25.9668 -0.25
C -4.0250 -5.4337 25.3259 -0.75
H -6.4164 -3.9607 28.3735 0.31
H -6.3640 -5.4223 29.4208 0.24
H -6.4501 -5.5209 27.6306 0.23
H -3.4706 -1.1130 29.2115 0.25
H -3.4282 -2.7319 29.9530 0.33
H -4.9744 -1.9263 29.6896 0.27
H -3.6945 -5.2272 24.3079 0.29
H -4.9741 -5.9337 25.1329 0.29
H -3.2646 -6.1289 25.6817 0.34
C -10.2143 -4.3463 18.6275 -0.57
O -9.7563 -3.9331 17.3852 -0.32
P -10.1077 -2.4078 16.8572 1.04
O -9.1853 -1.7802 15.8666 -0.66
O -10.3843 -1.4666 18.1788 -0.28
C -10.7135 -0.1624 17.9469 -0.69
O -11.6271 -2.6110 16.3042 -0.29
C -11.8910 -3.2676 15.0624 -0.71
H -9.4151 -4.8190 19.1984 0.24
H -11.0027 -5.0989 18.6243 0.26
H -10.6310 -3.4962 19.1676 0.30
H -10.7476 0.1100 16.8921 0.34
H -10.0558 0.4897 18.5217 0.23
H -11.7287 -0.0924 18.3375 0.26
H -12.5522 -2.6218 14.4847 0.27
H -12.4500 -4.1886 15.2282 0.27
H -11.0551 -3.5036 14.4039 0.33
C 1.6994 5.9497 16.9604 -0.73
O 1.5790 5.6938 18.3435 -0.30
P 0.1388 5.8561 19.0456 0.95
O -0.3404 7.2315 19.3344 -0.68
O -0.8627 4.9436 18.1963 -0.28
C -0.4704 3.6336 17.7576 -0.57
O 0.3010 4.8887 20.3751 -0.21
C 1.0105 5.0532 21.5183 -0.67
H 2.3531 6.7730 16.6725 0.28
H 0.7771 6.2766 16.4804 0.34
H 2.0795 5.0166 16.5444 0.27
H 0.1373 3.1485 18.5215 0.30
H -0.0473 3.7437 16.7591 0.25
H -1.3618 3.0240 17.6095 0.25
H 1.5764 4.1279 21.6261 0.26
H 0.3003 5.3325 22.2965 0.25
H 1.7431 5.8547 21.4229 0.30
C -10.8059 0.7442 27.6588 0.06
Cl -11.5854 1.8936 26.4906 -0.12
Cl -12.0926 -0.2779 28.2973 -0.10
Cl -9.8795 1.5926 28.9896 -0.12
H -10.0938 0.1571 27.0789 0.29
C -4.9887 1.0387 22.1517 0.07
Cl -3.3843 0.7806 22.8870 -0.11
Cl -5.4943 2.7799 22.0912 -0.12
Cl -6.2560 -0.0502 22.7574 -0.10
H -4.8228 0.8352 21.0938 0.27
C -6.6206 8.9093 19.6456 0.07
Cl -6.3061 10.1994 18.4434 -0.12
Cl -8.1245 8.0575 19.2866 -0.11
Cl -6.5831 9.7261 21.2591 -0.13
H -5.7726 8.2244 19.6375 0.28
C -2.9858 -5.3965 16.4980 0.05
Cl -3.6427 -5.6700 14.8606 -0.12
Cl -2.9777 -3.7003 17.0014 -0.11
Cl -1.3405 -6.0333 16.5404 -0.12
H -3.5820 -5.9627 17.2135 0.28
```

The lowest unoccupied orbital energy is 0.00 eV. The energy above the lowest of the compared OMol25 structures with the same formula, charge and spin is 87.8 kcal per mole. The SMILES is COP(=O)(OC)OC.COP(=O)(OC)OC.COP(=O)(OC)OC.COP(=O)(OC)OC.ClC(Cl)Cl.ClC(Cl)Cl.ClC(Cl)Cl.ClC(Cl)Cl. As for the HOMO energy: -10.45 eV.